Entry from OMol25: a molecular structure, C24H25F3N2OSbSiTl in a non-equilibrium geometry (ωB97M-V/def2-TZVPD).

Cartesian coordinates (Å):
C: -3.994 2.054 -5.296
C: -0.481 -2.956 0.553
F: 6.493 0.592 1.517
C: 3.260 -0.917 0.982
H: -0.904 -2.759 -0.423
H: -1.130 -5.015 0.612
H: 2.453 -4.022 -2.953
H: 4.402 -3.068 -2.042
H: 0.997 -3.649 4.047
H: 4.832 2.578 1.392
H: -3.484 1.595 3.470
C: 2.558 -2.125 -2.126
C: -0.424 0.885 2.172
H: 0.972 -3.124 -2.880
C: -0.235 1.743 4.415
H: -3.199 2.461 -5.915
C: -0.829 0.970 -2.958
C: 0.593 -3.441 3.068
H: 4.308 -1.485 -1.355
H: -5.177 0.556 -2.534
H: 2.393 2.341 0.988
N: 1.951 -3.201 -2.664
H: -4.101 1.003 -5.548
C: -0.610 -4.215 1.117
H: -2.562 4.564 -3.650
H: 1.429 1.178 3.206
H: -4.820 1.775 -1.323
Si: -3.565 2.271 -3.446
Tl: 1.434 1.362 -2.484
H: -4.271 4.700 -3.282
C: -5.012 1.619 -2.381
C: 5.161 0.468 1.328
C: 4.624 -0.798 1.187
H: -5.938 2.134 -2.624
H: 2.815 -1.896 0.874
C: -1.950 1.445 -3.107
C: -0.066 -4.436 2.368
C: -1.803 1.017 2.248
C: -3.369 4.135 -3.064
C: 0.352 1.259 3.258
C: -2.412 1.495 3.394
C: 2.451 0.205 0.909
F: -2.194 2.308 5.596
N: 3.891 -2.213 -1.911
Sb: 0.370 0.036 0.340
C: 0.180 -1.941 1.226
C: 4.379 1.607 1.272
C: -1.613 1.847 4.466
H: -2.408 0.741 1.396
H: 0.353 2.034 5.272
H: -4.917 2.555 -5.578
O: 1.930 -1.108 -1.833
F: -0.183 -5.660 2.927
C: 0.704 -2.191 2.487
H: -3.132 4.290 -2.014
H: 1.209 -1.399 3.022
C: 3.021 1.462 1.049
H: 5.267 -1.665 1.233

**ΔE to the lowest compared entry with this formula, charge and spin**: 0.237 eV
**E_LUMO**: -0.1 eV

***

Entry from OMol25: a molecular structure, C3H11FeN2 in a non-equilibrium geometry (ωB97M-V/def2-TZVPD).

Cartesian coordinates (Å):
H: -1.196 0.709 -1.528
H: -1.242 2.461 -1.985
H: -0.464 2.264 0.730
H: -0.281 -3.612 -0.690
H: -1.983 -2.981 -0.448
N: -0.030 -0.681 0.204
H: -0.988 -3.470 1.000
C: -0.444 -1.763 0.093
Fe: 0.370 1.060 0.193
H: 0.142 2.047 -1.176
H: 2.014 1.916 2.286
N: 1.752 1.064 1.807
C: -0.602 1.576 -1.864
C: -0.970 -3.069 -0.024
H: -0.174 1.357 -2.834
H: 2.668 0.631 1.627
H: 1.426 0.491 2.609

**Spin multiplicity**: 5
**E_LUMO (spin up / spin down)**: 3.5 / 3.5 eV
**Net charge**: -1
**<S²>**: 6.05

***

Entry from OMol25: 10 unconnected molecules or ions with the total composition C20H44N4O30S6 in a non-equilibrium geometry (ωB97M-V/def2-TZVPD).

Cartesian coordinates (Å):
H: -3.311 4.253 5.174
C: 9.708 3.457 0.266
O: 5.090 -0.426 -6.846
H: -4.122 -1.974 8.555
H: 0.241 -1.082 -2.102
O: -4.335 -7.748 -5.539
S: 8.868 1.139 0.429
O: -0.754 5.223 -9.779
H: 7.165 -4.391 -6.516
O: -1.984 -7.832 -4.526
O: -8.813 -4.003 2.858
O: 4.588 -2.566 -8.065
O: 3.730 3.619 6.443
H: 9.812 4.256 0.999
H: -5.711 -9.055 -6.389
H: -4.664 0.226 11.426
O: 7.776 2.250 -0.146
S: -1.955 4.226 -10.429
O: -5.226 4.503 5.000
C: -4.150 4.419 5.849
H: -6.348 -3.856 0.979
H: 8.233 4.022 -1.122
O: -6.961 6.267 5.663
H: 10.560 3.359 -0.406
O: -3.195 4.898 -10.333
H: 5.320 -4.313 -4.583
O: -4.476 6.644 5.831
O: -2.029 -0.687 8.369
C: -0.291 3.056 -8.900
C: 3.862 7.726 -2.170
H: 6.237 2.318 7.019
C: -7.459 -4.181 2.866
H: -1.543 0.253 10.058
S: -5.713 6.081 4.905
H: 7.670 4.205 0.549
O: -1.522 3.679 -11.764
H: -6.912 -3.291 3.180
C: -6.934 -4.597 1.522
H: 5.232 0.940 6.623
O: 4.809 -2.624 -5.545
H: 6.016 -2.790 -4.071
H: -1.301 -1.241 -1.196
C: 8.211 3.554 -0.138
H: -4.160 3.487 6.415
O: 6.880 -2.385 -6.683
O: -8.113 -5.002 0.819
O: 8.396 0.424 1.605
H: 1.083 4.658 -9.194
H: 2.580 -0.711 0.669
H: -5.015 -0.488 8.883
H: -3.725 -1.223 12.016
S: -9.563 -4.841 1.628
H: 4.797 1.928 8.035
C: -4.545 -1.355 9.347
H: -4.897 -7.855 -7.496
O: -1.652 3.135 -9.240
H: 0.641 -0.733 2.136
O: 9.494 0.381 -0.718
H: -2.989 5.847 6.888
H: -7.234 -4.947 3.607
C: -2.279 -0.367 9.523
H: 0.264 2.509 -9.661
H: 3.165 7.230 -1.495
O: -1.239 -0.761 1.307
O: 3.559 5.756 -3.385
O: -10.039 -6.141 2.142
H: -0.136 2.608 -7.918
N: 0.570 -0.965 -0.041
C: 7.036 -3.525 -5.868
O: -5.677 6.454 3.518
C: -0.227 -1.424 -1.179
N: -3.441 -0.735 10.094
O: -10.512 -3.950 0.996
H: 0.037 4.938 -7.875
H: 4.905 7.628 -1.867
C: -3.701 -9.628 -6.786
O: 9.938 2.257 0.937
C: -4.050 5.650 6.736
N: 4.470 2.768 6.019
H: 1.960 0.210 -0.844
H: -4.050 -10.519 -7.307
O: 4.731 2.692 4.820
H: 2.375 -1.487 -0.803
H: -3.007 0.260 12.088
N: 3.894 6.952 -3.482
C: 0.009 -0.767 1.234
C: 1.941 -0.679 -0.214
S: -3.294 -8.471 -4.497
C: 5.771 -3.390 -4.948
O: -3.316 -9.893 -5.448
C: 0.040 4.552 -8.895
H: -5.123 -1.826 10.142
H: 0.036 -2.478 -1.277
H: -4.688 5.640 7.619
S: 5.295 -1.856 -6.936
C: 5.209 1.953 7.026
C: -3.703 -0.289 11.455
O: -3.946 -8.711 -3.201
C: -4.788 -8.541 -6.655
H: 7.928 -3.472 -5.244
H: -2.776 -9.218 -7.190
H: 3.684 8.760 -2.465
O: 4.146 7.561 -4.516
H: -6.370 -5.524 1.630

**SMILES**: C[N+](=O)[O-].C[N+](=O)[O-].O=S1(=O)OCCO1.O=S1(=O)OCCO1.O=S1(=O)OCCO1.O=S1(=O)OCCO1.O=S1(=O)OCCO1.O=S1(=O)OCCO1.CN(C)C=O.CN(C)C=O
**E_LUMO**: -0.1 eV

***

Entry from OMol25: 2 unconnected molecules or ions with the total composition C3H10O2 in a non-equilibrium geometry (ωB97M-V/def2-TZVPD).

Cartesian coordinates (Å):
H: -0.469 0.952 0.279
O: 0.324 3.206 -0.920
C: -0.591 0.541 1.295
H: 0.945 2.460 -1.083
H: -0.672 -0.722 -1.256
H: 1.263 -1.262 0.469
C: -0.101 -1.606 -0.927
H: -1.488 0.992 1.752
C: 0.209 -1.590 0.554
H: -0.697 -2.509 -1.140
H: 0.673 3.944 -1.470
H: 0.835 -1.657 -1.508
H: 0.290 0.824 1.897
H: 0.212 -2.669 0.798
O: -0.734 -0.905 1.259

**SMILES**: CCOC.O
**ΔE to the lowest compared entry with this formula, charge and spin**: 1.190 eV
**E_LUMO**: 0.7 eV

***

Entry from OMol25: a molecular structure, C21H34N3O2PdSe2Te (ωB97M-V/def2-TZVPD).

Cartesian coordinates (Å):
N: 2.634 1.222 0.021
C: -2.402 4.000 -0.692
H: -5.313 1.007 -2.954
H: -2.373 -6.067 3.566
C: -3.687 4.142 -1.204
O: -1.904 -5.419 3.031
C: -2.304 1.728 -1.450
H: -4.358 5.827 -0.050
C: -1.697 2.810 -0.798
H: 3.207 3.061 0.766
C: 4.886 2.073 -0.191
C: 5.059 1.096 -1.333
H: 5.501 2.956 -0.361
O: 0.840 -2.365 2.351
H: -2.572 -4.158 1.069
Pd: 0.169 -0.803 0.360
C: 3.345 -2.168 -2.115
H: -5.260 3.152 -2.260
H: -2.758 -1.595 3.416
H: 5.351 -1.715 -1.475
C: -2.209 -4.115 3.490
H: -0.007 3.697 0.174
C: -1.449 -3.122 2.599
C: -4.286 0.726 -2.727
Te: -1.335 -0.107 -1.708
H: 6.070 0.686 -1.352
C: 0.031 -3.502 2.672
H: 3.696 -3.128 -2.492
C: 2.694 -2.309 -0.753
H: 0.260 -3.822 3.693
C: -4.260 3.056 -1.851
C: -1.689 -1.749 3.239
Se: -0.905 -3.109 -0.359
H: 1.854 -2.999 -0.783
C: -4.424 5.444 -1.069
C: -3.593 1.844 -1.992
H: 2.612 -1.777 -2.824
H: 3.114 3.003 -0.991
H: -3.284 -3.908 3.425
H: 5.207 1.615 0.747
H: 0.430 2.435 -0.982
H: 1.939 1.167 0.745
C: -2.078 -3.193 1.189
C: 4.515 -1.221 -1.982
H: -1.899 -3.983 4.534
N: 4.136 -0.033 -1.216
H: -2.840 -2.419 1.085
H: -1.932 4.843 -0.197
H: -5.477 5.330 -1.321
H: -3.791 0.500 -3.674
C: 2.993 0.018 -0.500
N: 2.206 -1.013 -0.280
H: 4.895 1.597 -2.293
H: 1.760 -2.634 2.272
Se: -1.201 -0.165 2.229
C: 3.419 2.441 -0.103
H: -4.323 -0.199 -2.149
H: -4.001 6.202 -1.731
H: 3.415 -2.731 -0.040
H: 4.880 -0.887 -2.956
H: 0.238 -4.330 1.996
C: -0.307 2.732 -0.233
H: -1.190 -1.649 4.203
H: -0.248 1.989 0.569

**Spin multiplicity**: 5
**ΔE to the lowest compared entry with this formula, charge and spin**: 0.000 eV
**E_LUMO (spin up / spin down)**: -1.8 / -4.9 eV
**Net charge**: +1
**<S²>**: 6.03

***

Entry from OMol25: C4H6N2O in the gas phase (ωB97M-V/def2-TZVPD).

Cartesian coordinates (Å):
H: 1.086 1.841 -1.012
H: -1.776 1.339 -1.212
N: 1.668 0.730 0.633
C: -0.164 -0.024 -0.554
H: 0.634 -0.141 2.179
H: 1.914 -1.198 1.462
C: 0.936 0.972 -0.374
C: -1.528 0.316 -0.942
H: -2.351 -0.301 -0.575
C: 1.131 -0.469 1.256
N: 0.123 -1.049 0.379
H: -0.697 -1.302 0.917
O: -0.630 -0.356 -1.832

**SMILES**: C1=NCN[C@@]12CO2
**ΔE to the lowest compared entry with this formula, charge and spin**: 2.460 eV
**E_LUMO**: 0.8 eV

***

Number 1: energy -2116.08241 hartree. Number 2: energy -1493.93487 hartree. Number 3: energy -5653.22510 hartree. Number 4: energy -270.72808 hartree. Number 5: energy -6333.86744 hartree. Number 6: energy -340.70452 hartree.